(1)
{"formula": "C21H19N3O2TeY", "method": "ωB97M-V/def2-TZVPD", "energy_ev": -38983.6254, "homo_lumo_gap_ev": 6.290, "total_charge": 1, "e_above_lowest_kcal_mol": 26.67, "homo_energy_ev": -10.440, "symbols": ["Y", "O", "C", "N", "C", "O", "C", "C", "C", "C", "C", "N", "C", "C", "C", "C", "C", "N", "H", "H", "H", "H", "H", "H", "H", "H", "C", "C", "C", "C", "C", "C", "Te", "C", "C", "C", "H", "H", "H", "H", "H", "H", "H", "H", "H", "H", "H"], "coordinates": [[0.67, -1.40, 0.52], [2.82, -1.12, 4.18], [2.03, -1.44, 3.33], [2.30, -1.59, 1.99], [3.60, -1.84, 1.61], [4.49, -2.25, 2.32], [3.87, -1.62, 0.13], [5.19, -1.56, -0.30], [5.46, -1.36, -1.64], [4.39, -1.24, -2.52], [3.11, -1.32, -2.02], [2.83, -1.51, -0.72], [0.58, -1.73, 3.71], [0.31, -1.84, 5.07], [-0.97, -2.17, 5.47], [-1.94, -2.36, 4.50], [-1.60, -2.21, 3.17], [-0.36, -1.90, 2.77], [5.97, -1.67, 0.44], [6.48, -1.30, -1.99], [4.55, -1.09, -3.57], [2.25, -1.22, -2.68], [1.11, -1.67, 5.77], [-1.21, -2.27, 6.52], [-2.96, -2.63, 4.76], [-2.35, -2.34, 2.39], [-4.43, 2.86, -4.02], [-3.37, 2.49, -3.03], [-2.42, 3.40, -2.61], [-1.44, 3.06, -1.68], [-0.48, 4.13, -1.26], [-1.40, 1.76, -1.16], [0.15, 1.39, 0.33], [-2.36, 0.83, -1.56], [-2.50, -0.57, -1.03], [-3.33, 1.21, -2.49], [-4.31, 3.89, -4.35], [-5.42, 2.75, -3.57], [-4.39, 2.20, -4.89], [-2.43, 4.40, -3.00], [-0.47, 4.94, -1.98], [0.53, 3.74, -1.15], [-0.78, 4.54, -0.29], [-1.56, -1.00, -0.62], [-2.84, -1.24, -1.83], [-3.26, -0.59, -0.25], [-4.07, 0.49, -2.78]]}


(2)
{"formula": "C21H19N3O5S2", "method": "ωB97M-V/def2-TZVPD", "energy_ev": -58462.6748, "homo_lumo_gap_ev": 8.931, "total_charge": 0, "e_above_lowest_kcal_mol": 27.99, "homo_energy_ev": -8.524, "symbols": ["C", "C", "C", "C", "C", "C", "C", "C", "O", "O", "C", "C", "O", "C", "C", "S", "C", "N", "N", "C", "N", "C", "O", "C", "C", "C", "S", "C", "C", "O", "C", "H", "H", "H", "H", "H", "H", "H", "H", "H", "H", "H", "H", "H", "H", "H", "H", "H", "H", "H"], "coordinates": [[3.62, -1.28, -5.19], [2.20, -1.03, -5.60], [1.87, -0.96, -6.95], [0.56, -0.71, -7.37], [0.23, -0.67, -8.83], [-0.42, -0.52, -6.41], [-0.10, -0.58, -5.06], [-1.19, -0.38, -4.08], [-2.34, -0.14, -4.36], [-0.73, -0.50, -2.81], [-1.52, -0.43, -1.70], [-2.76, 0.09, -1.64], [-3.49, 0.14, -0.51], [-2.96, -0.35, 0.62], [-3.87, -0.20, 1.80], [-3.46, 1.33, 2.74], [-2.24, 0.70, 3.80], [-1.91, -0.55, 3.86], [-0.96, -0.80, 4.76], [-0.57, 0.25, 5.39], [0.40, 0.24, 6.35], [0.79, 1.40, 6.99], [0.27, 2.46, 6.71], [1.86, 1.22, 7.99], [1.82, 2.13, 9.20], [2.85, 2.35, 8.15], [-1.37, 1.74, 4.91], [-1.72, -0.88, 0.69], [-0.86, -0.96, -0.48], [0.27, -1.41, -0.47], [1.21, -0.84, -4.65], [3.67, -1.55, -4.14], [4.06, -2.07, -5.79], [4.22, -0.38, -5.34], [2.64, -1.11, -7.69], [-0.73, -0.20, -9.00], [0.19, -1.69, -9.23], [0.99, -0.13, -9.38], [-1.44, -0.33, -6.69], [-3.29, 0.49, -2.49], [-4.90, -0.07, 1.47], [-3.76, -1.02, 2.50], [0.82, -0.65, 6.55], [2.21, 0.21, 8.12], [2.12, 1.70, 10.15], [1.00, 2.82, 9.26], [3.88, 2.09, 8.35], [2.72, 3.20, 7.50], [-1.35, -1.26, 1.62], [1.44, -0.89, -3.60]]}


(3)
{"formula": "C21H19N4NiO2S3Se", "method": "ωB97M-V/def2-TZVPD", "energy_ev": -171040.8280, "homo_lumo_gap_ev": [6.162, 6.478], "total_charge": -1, "spin_multiplicity": 3, "s2": 2.008, "homo_energy_ev": [-3.685, -4.018], "symbols": ["Ni", "S", "C", "S", "S", "O", "C", "N", "C", "C", "O", "N", "C", "C", "C", "C", "C", "C", "C", "C", "C", "C", "C", "C", "H", "H", "H", "H", "H", "H", "H", "H", "H", "H", "H", "C", "N", "C", "C", "N", "C", "C", "Se", "H", "H", "H", "H", "H", "H", "H", "H"], "coordinates": [[0.15, -2.51, 0.62], [3.58, -4.81, 2.13], [2.19, -4.18, 1.48], [2.04, -3.68, -0.20], [0.71, -3.93, 2.37], [1.63, -0.08, -2.48], [1.23, 0.18, -1.36], [1.25, 1.46, -0.81], [0.63, 1.49, 0.50], [0.37, -0.01, 0.66], [-0.09, -0.58, 1.66], [0.64, -0.68, -0.45], [-0.73, 2.22, 0.45], [-0.90, 3.29, -0.42], [-2.12, 3.96, -0.50], [-3.18, 3.57, 0.31], [-3.01, 2.51, 1.19], [-1.79, 1.84, 1.26], [1.50, 2.13, 1.58], [1.51, 1.65, 2.88], [2.26, 2.28, 3.86], [3.00, 3.42, 3.55], [2.99, 3.91, 2.26], [2.25, 3.27, 1.28], [1.91, 2.14, -1.15], [-0.09, 3.59, -1.07], [-2.23, 4.79, -1.19], [-4.13, 4.08, 0.24], [-3.83, 2.19, 1.81], [-1.67, 1.01, 1.95], [0.95, 0.75, 3.12], [2.27, 1.88, 4.86], [3.58, 3.92, 4.32], [3.57, 4.79, 2.00], [2.25, 3.68, 0.27], [-0.98, -5.44, -1.48], [-1.01, -4.15, -2.17], [-0.46, -3.89, -3.41], [-0.66, -2.59, -3.66], [-1.33, -2.06, -2.57], [-1.74, -0.67, -2.44], [-1.53, -3.03, -1.65], [-2.30, -2.87, 0.05], [-0.68, -6.20, -2.20], [-1.96, -5.66, -1.08], [-0.25, -5.39, -0.67], [0.07, -4.64, -3.97], [-0.34, -1.97, -4.48], [-2.08, -0.32, -3.41], [-0.91, -0.06, -2.10], [-2.54, -0.62, -1.72]]}


(4)
{"formula": "C21H20AlBr2N5", "method": "ωB97M-V/def2-TZVPD", "energy_ev": -176221.2271, "homo_lumo_gap_ev": 6.941, "total_charge": 2, "homo_energy_ev": -13.376, "symbols": ["Al", "C", "C", "C", "C", "C", "N", "C", "C", "C", "C", "C", "C", "C", "N", "C", "C", "C", "N", "C", "C", "N", "C", "C", "C", "N", "H", "H", "H", "H", "H", "H", "H", "H", "H", "H", "H", "H", "H", "H", "H", "H", "H", "H", "Br", "C", "Br", "H", "H"], "coordinates": [[-1.28, 0.36, -1.13], [5.14, 2.17, 0.23], [3.87, 1.46, -0.08], [3.40, 0.57, 0.88], [2.22, -0.03, 0.80], [1.33, 0.22, -0.27], [0.08, -0.37, -0.35], [-0.38, -1.24, 0.66], [0.20, -2.47, 0.87], [-0.13, -3.34, 1.88], [-1.18, -2.96, 2.74], [-1.64, -3.83, 3.85], [-1.78, -1.71, 2.57], [-1.38, -0.84, 1.58], [-2.09, 0.41, 1.49], [-2.66, 1.10, 2.42], [-3.44, 2.09, 1.87], [-3.32, 1.88, 0.52], [-2.46, 0.89, 0.28], [1.75, 1.19, -1.20], [2.96, 1.84, -1.15], [0.86, 1.61, -2.29], [1.28, 2.24, -3.40], [0.18, 2.69, -4.07], [-0.89, 2.27, -3.37], [-0.49, 1.63, -2.26], [5.00, 3.24, 0.55], [5.72, 1.63, 0.96], [5.82, 2.19, -0.60], [4.03, 0.25, 1.71], [1.81, -0.56, 1.61], [0.87, -2.78, 0.09], [0.35, -4.28, 1.97], [-2.64, -3.63, 4.22], [-1.52, -4.90, 3.67], [-0.93, -3.68, 4.73], [-2.56, -1.46, 3.30], [-2.54, 0.90, 3.47], [-4.06, 2.84, 2.34], [-3.66, 2.51, -0.28], [3.27, 2.54, -1.90], [2.36, 2.23, -3.67], [0.29, 3.22, -5.00], [-1.94, 2.30, -3.58], [-0.15, -1.85, -3.50], [-2.05, -2.21, -3.45], [-3.02, -0.97, -2.27], [-2.12, -3.23, -3.01], [-2.48, -2.13, -4.42]]}


What did the second record say?
{"formula": "C21H19N3O5S2", "method": "ωB97M-V/def2-TZVPD", "energy_ev": -58462.6748, "homo_lumo_gap_ev": 8.931, "total_charge": 0, "e_above_lowest_kcal_mol": 27.99, "homo_energy_ev": -8.524, "symbols": ["C", "C", "C", "C", "C", "C", "C", "C", "O", "O", "C", "C", "O", "C", "C", "S", "C", "N", "N", "C", "N", "C", "O", "C", "C", "C", "S", "C", "C", "O", "C", "H", "H", "H", "H", "H", "H", "H", "H", "H", "H", "H", "H", "H", "H", "H", "H", "H", "H", "H"], "coordinates": [[3.62, -1.28, -5.19], [2.20, -1.03, -5.60], [1.87, -0.96, -6.95], [0.56, -0.71, -7.37], [0.23, -0.67, -8.83], [-0.42, -0.52, -6.41], [-0.10, -0.58, -5.06], [-1.19, -0.38, -4.08], [-2.34, -0.14, -4.36], [-0.73, -0.50, -2.81], [-1.52, -0.43, -1.70], [-2.76, 0.09, -1.64], [-3.49, 0.14, -0.51], [-2.96, -0.35, 0.62], [-3.87, -0.20, 1.80], [-3.46, 1.33, 2.74], [-2.24, 0.70, 3.80], [-1.91, -0.55, 3.86], [-0.96, -0.80, 4.76], [-0.57, 0.25, 5.39], [0.40, 0.24, 6.35], [0.79, 1.40, 6.99], [0.27, 2.46, 6.71], [1.86, 1.22, 7.99], [1.82, 2.13, 9.20], [2.85, 2.35, 8.15], [-1.37, 1.74, 4.91], [-1.72, -0.88, 0.69], [-0.86, -0.96, -0.48], [0.27, -1.41, -0.47], [1.21, -0.84, -4.65], [3.67, -1.55, -4.14], [4.06, -2.07, -5.79], [4.22, -0.38, -5.34], [2.64, -1.11, -7.69], [-0.73, -0.20, -9.00], [0.19, -1.69, -9.23], [0.99, -0.13, -9.38], [-1.44, -0.33, -6.69], [-3.29, 0.49, -2.49], [-4.90, -0.07, 1.47], [-3.76, -1.02, 2.50], [0.82, -0.65, 6.55], [2.21, 0.21, 8.12], [2.12, 1.70, 10.15], [1.00, 2.82, 9.26], [3.88, 2.09, 8.35], [2.72, 3.20, 7.50], [-1.35, -1.26, 1.62], [1.44, -0.89, -3.60]]}


Copy entry 2 word for word.
{"formula": "C21H19N3O5S2", "method": "ωB97M-V/def2-TZVPD", "energy_ev": -58462.6748, "homo_lumo_gap_ev": 8.931, "total_charge": 0, "e_above_lowest_kcal_mol": 27.99, "homo_energy_ev": -8.524, "symbols": ["C", "C", "C", "C", "C", "C", "C", "C", "O", "O", "C", "C", "O", "C", "C", "S", "C", "N", "N", "C", "N", "C", "O", "C", "C", "C", "S", "C", "C", "O", "C", "H", "H", "H", "H", "H", "H", "H", "H", "H", "H", "H", "H", "H", "H", "H", "H", "H", "H", "H"], "coordinates": [[3.62, -1.28, -5.19], [2.20, -1.03, -5.60], [1.87, -0.96, -6.95], [0.56, -0.71, -7.37], [0.23, -0.67, -8.83], [-0.42, -0.52, -6.41], [-0.10, -0.58, -5.06], [-1.19, -0.38, -4.08], [-2.34, -0.14, -4.36], [-0.73, -0.50, -2.81], [-1.52, -0.43, -1.70], [-2.76, 0.09, -1.64], [-3.49, 0.14, -0.51], [-2.96, -0.35, 0.62], [-3.87, -0.20, 1.80], [-3.46, 1.33, 2.74], [-2.24, 0.70, 3.80], [-1.91, -0.55, 3.86], [-0.96, -0.80, 4.76], [-0.57, 0.25, 5.39], [0.40, 0.24, 6.35], [0.79, 1.40, 6.99], [0.27, 2.46, 6.71], [1.86, 1.22, 7.99], [1.82, 2.13, 9.20], [2.85, 2.35, 8.15], [-1.37, 1.74, 4.91], [-1.72, -0.88, 0.69], [-0.86, -0.96, -0.48], [0.27, -1.41, -0.47], [1.21, -0.84, -4.65], [3.67, -1.55, -4.14], [4.06, -2.07, -5.79], [4.22, -0.38, -5.34], [2.64, -1.11, -7.69], [-0.73, -0.20, -9.00], [0.19, -1.69, -9.23], [0.99, -0.13, -9.38], [-1.44, -0.33, -6.69], [-3.29, 0.49, -2.49], [-4.90, -0.07, 1.47], [-3.76, -1.02, 2.50], [0.82, -0.65, 6.55], [2.21, 0.21, 8.12], [2.12, 1.70, 10.15], [1.00, 2.82, 9.26], [3.88, 2.09, 8.35], [2.72, 3.20, 7.50], [-1.35, -1.26, 1.62], [1.44, -0.89, -3.60]]}